(1)
A structure of composition H29O15 in a non-equilibrium geometry, computed with ωB97M-V with the def2-TZVPD basis set.

Each line ends with the Löwdin charge.
Element x y z (Å)
O -0.1790 0.3018 -1.9901  -0.03
H -0.1330 -0.3217 -1.2531  0.01
H -2.7940 -2.8085 -3.6453  0.02
O 0.6457 1.9722 3.3733  -0.15
H 0.7385 1.0257 3.0803  0.01
H -0.1952 -2.0942 -1.3592  0.01
O -2.7211 -1.8478 -3.8747  -0.15
H 0.7538 -1.2062 2.1047  -0.01
H -2.6805 3.2179 2.2136  -0.05
O -1.9764 -4.4981 -0.8593  0.00
H -3.7045 -0.1063 1.7092  -0.02
H -2.6687 -4.6518 -0.3622  -0.02
O -0.9223 3.0921 -1.1689  -0.10
H -0.7678 2.5241 -0.3031  0.07
H -0.7609 -0.8013 1.7065  0.09
O 0.9315 1.8842 0.8154  -0.26
H 3.4295 1.3888 -1.6887  0.12
H 1.7057 1.0707 1.0866  0.00
O 1.7906 -0.2153 1.2057  -0.33
H -0.1992 3.7095 -1.2145  0.01
H 0.6432 2.3570 2.4320  0.00
O -0.0468 -3.7143 0.6078  -0.12
H 0.7134 -3.3656 0.2396  -0.03
H -1.0574 0.5865 -1.8295  0.01
O -4.1808 -0.1795 0.9420  0.01
H -4.9154 0.3386 0.7491  0.01
H -2.2360 -1.9367 -2.9413  0.05
O 3.6189 1.2119 -2.7760  -0.18
H -1.1111 -4.3458 -0.4337  0.01
O 3.0232 -2.3246 0.2262  -0.04
H 2.7974 -1.7684 0.8942  -0.08
H 3.6854 2.1984 -3.0207  0.05
O 3.3372 4.2314 0.3110  -0.02
H 3.5545 3.3991 0.6958  0.02
H 2.5218 4.4709 0.6641  0.00
O -0.1897 -1.4846 2.2345  -0.15
H 1.9106 -0.3761 0.2283  0.01
H -0.0030 -3.4130 1.7182  0.20
O -2.7302 3.8276 1.6078  0.09
H 1.4571 2.5691 0.2847  0.03
H 3.4605 -1.6813 -0.3817  0.06
O -0.7896 -2.7100 -1.8181  -0.14
H -2.2690 3.5994 0.9188  -0.08
H -1.4872 -3.1257 -1.1293  0.04

Force components x, y, z for each atom (eV/Å):
1.0 -0.9 0.4
0.6 0.1 -0.1
-0.9 0.0 -1.9
-0.1 -0.7 -1.6
-0.1 1.1 0.8
-0.5 -0.5 -0.3
1.2 -2.2 3.9
-0.7 0.6 -0.7
0.6 -5.2 5.1
4.0 0.3 -4.8
0.9 1.0 2.9
-4.9 -1.2 4.5
-0.7 -1.7 2.5
0.4 1.6 -2.6
2.1 -2.0 1.4
1.9 2.8 -1.6
0.7 -1.1 -4.5
-1.8 -0.7 -0.1
1.8 -0.2 -1.4
0.5 0.1 0.2
0.1 -0.5 1.4
-1.9 -0.5 6.2
2.8 1.2 -1.0
-1.5 1.1 -0.4
0.6 -2.8 -3.4
-1.5 1.7 0.5
-0.1 2.2 -2.1
-0.5 3.3 4.4
-0.2 -0.8 1.3
2.0 -2.2 -4.3
-1.4 2.8 3.8
-0.1 -2.2 0.2
1.9 0.3 -1.6
0.2 -0.9 0.6
-2.2 0.6 1.1
-1.7 1.3 -0.5
-0.6 0.2 1.6
-0.3 -0.7 -5.1
-4.6 7.2 0.9
-1.3 -1.4 0.9
-0.4 -1.1 0.4
-1.1 0.3 1.2
4.0 -2.0 -6.1
1.8 1.6 -2.2

Properties
Highest occupied orbital energy in eV: -6.78
2S+1: 1
Frontier orbital gap in eV: 9.12
DFT total energy in eV: -31180.5733
Total charge: -1
Largest force on an atom in eV Å⁻¹: 8.6
Relative energy (zero: lowest compared OMol25 entry of this formula, charge and spin) in kJ/mol: 544.9

---

(2)
An isolated molecule of H2INO2S in a non-equilibrium geometry, computed with ωB97M-V with the def2-TZVPD basis set.

Each line ends with the Löwdin charge.
Element x y z (Å)
N -0.3985 -0.0654 0.0910  -0.15
S -1.6284 -0.1992 -1.0055  0.21
O -1.5468 -1.4632 -1.7019  -0.38
O -1.5273 1.1692 -1.9260  -0.49
I -3.5254 0.0601 0.3271  0.70
H 0.3910 -0.3441 -0.4639  0.07
H -0.4674 0.9051 0.3351  0.05

Force components x, y, z for each atom (eV/Å):
-1.5 -1.0 0.0
1.3 5.0 -5.6
-0.2 0.8 1.0
-0.8 -5.7 3.9
-0.7 -0.1 0.4
0.9 0.3 0.0
0.8 0.6 0.2

Properties
Highest occupied orbital energy in eV: -10.34
2S+1: 1
Frontier orbital gap in eV: 9.19
DFT total energy in eV: -24551.5778
Total charge: 0
Largest force on an atom in eV Å⁻¹: 7.6
SMILES: NS(=O)(=O)I
Relative energy (zero: lowest compared OMol25 entry of this formula, charge and spin) in kJ/mol: 97.1

---

> What is the 2S+1 in the second record?

1